{
  "formula": "C32H80O16",
  "method": "ωB97M-V/def2-TZVPD",
  "de_lowest_kcal_mol": 50.4,
  "smiles": "COCCOC.COCCOC.COCCOC.COCCOC.COCCOC.COCCOC.COCCOC.COCCOC",
  "e_lumo_ev": 0.533,
  "homo_lumo_gap_ev": 10.0798,
  "charge": 0,
  "multiplicity": 1,
  "total_energy_ha": -2470.625194,
  "symbols": ["C", "O", "C", "C", "O", "C", "H", "H", "H", "H", "H", "H", "H", "H", "H", "H", "C", "O", "C", "C", "O", "C", "H", "H", "H", "H", "H", "H", "H", "H", "H", "H", "C", "O", "C", "C", "O", "C", "H", "H", "H", "H", "H", "H", "H", "H", "H", "H", "C", "O", "C", "C", "O", "C", "H", "H", "H", "H", "H", "H", "H", "H", "H", "H", "C", "O", "C", "C", "O", "C", "H", "H", "H", "H", "H", "H", "H", "H", "H", "H", "C", "O", "C", "C", "O", "C", "H", "H", "H", "H", "H", "H", "H", "H", "H", "H", "C", "O", "C", "C", "O", "C", "H", "H", "H", "H", "H", "H", "H", "H", "H", "H", "C", "O", "C", "C", "O", "C", "H", "H", "H", "H", "H", "H", "H", "H", "H", "H"],
  "coordinates": [[4.737375, 1.423230, -2.523005], [5.072375, 0.681099, -3.675984], [6.023452, 1.308602, -4.498847], [6.402391, 0.426343, -5.666552], [7.711185, 0.587873, -6.136489], [7.885850, 1.662544, -7.029377], [3.900003, 0.939168, -2.031213], [4.425949, 2.431976, -2.820565], [5.631988, 1.518337, -1.899403], [6.903154, 1.495151, -3.870185], [5.687956, 2.292873, -4.844841], [5.693981, 0.500926, -6.506621], [6.165330, -0.623763, -5.469656], [7.145543, 2.449219, -6.871025], [7.776653, 1.267926, -8.051197], [8.897114, 2.069590, -7.028306], [-2.209112, 0.709399, 8.494608], [-2.536572, 0.029748, 7.300222], [-3.912389, -0.077143, 7.108604], [-4.138615, -0.788150, 5.765889], [-5.476288, -1.073842, 5.374333], [-6.293067, 0.083819, 5.271603], [-2.652768, 1.695805, 8.665506], [-1.129142, 0.713804, 8.601283], [-2.650068, 0.121807, 9.316751], [-4.449018, 0.880137, 7.085355], [-4.400240, -0.654277, 7.907233], [-3.547555, -1.704174, 5.787755], [-3.790728, -0.191238, 4.915477], [-6.603243, 0.410077, 6.263163], [-7.144107, -0.278518, 4.691382], [-5.869204, 0.883344, 4.654773], [-2.594204, -4.743726, 3.768083], [-2.154558, -4.073429, 4.915621], [-0.807707, -3.624487, 4.863238], [-0.504841, -2.762700, 6.091233], [-0.645095, -3.414323, 7.315222], [-1.934490, -3.278890, 7.888762], [-1.776001, -4.819879, 3.035716], [-3.375098, -4.256608, 3.176065], [-2.878215, -5.779582, 3.969298], [-0.590652, -3.071123, 3.945559], [-0.176462, -4.517878, 4.941791], [-1.097552, -1.844766, 5.995120], [0.535420, -2.452627, 5.957072], [-2.693883, -3.811762, 7.307269], [-2.242826, -2.255539, 8.093746], [-1.882881, -3.900196, 8.785569], [-1.628910, -2.013446, -3.789324], [-1.709749, -0.616054, -3.571120], [-2.999424, -0.060860, -3.562585], [-3.420725, 0.389748, -2.168086], [-4.455717, 1.340052, -2.152058], [-5.033298, 1.491888, -0.872287], [-1.845975, -2.449667, -2.807391], [-0.613638, -2.302869, -4.042972], [-2.306881, -2.410005, -4.547697], [-3.764598, -0.817238, -3.789521], [-3.006190, 0.715874, -4.324609], [-2.516964, 0.873504, -1.745570], [-3.501068, -0.393213, -1.403485], [-4.379957, 2.171798, -0.317735], [-5.053854, 0.565417, -0.289341], [-6.052972, 1.867214, -0.862888], [5.548629, 5.235245, -6.037809], [4.525375, 4.848965, -5.154006], [3.282252, 4.684255, -5.818935], [2.255200, 4.427935, -4.729114], [1.188485, 3.686234, -5.239226], [0.213118, 3.386452, -4.257997], [5.246717, 6.015639, -6.740510], [5.860968, 4.372272, -6.647242], [6.446787, 5.490146, -5.476939], [3.330921, 3.834075, -6.507082], [2.979940, 5.596909, -6.339944], [1.905436, 5.422703, -4.415743], [2.772580, 3.958461, -3.882796], [-0.057112, 4.237365, -3.630445], [0.644440, 2.607962, -3.616542], [-0.663289, 2.938402, -4.717093], [1.155401, -4.016621, -5.426597], [1.315323, -5.282897, -4.779437], [2.480247, -5.316478, -3.965185], [2.400565, -4.492304, -2.697349], [1.210862, -4.787701, -1.986634], [1.003124, -3.931378, -0.872299], [1.604141, -3.189746, -4.876171], [0.121066, -3.695021, -5.564727], [1.561912, -4.145186, -6.433239], [3.447366, -5.352679, -4.482517], [2.431024, -6.391375, -3.713442], [2.425440, -3.418626, -2.916246], [3.245953, -4.711015, -2.034818], [1.783686, -3.171552, -0.799037], [1.072245, -4.587270, 0.001577], [0.015352, -3.470118, -0.878288], [-3.092057, -1.366879, 2.276470], [-2.160896, -0.560838, 1.589306], [-1.237032, -1.282850, 0.797517], [0.066061, -0.504777, 0.706107], [0.066090, 0.331908, -0.420395], [1.142905, 1.229853, -0.413721], [-2.571503, -1.878330, 3.090756], [-3.633955, -2.063104, 1.628208], [-3.871401, -0.737481, 2.704670], [-1.705703, -1.477569, -0.176171], [-1.082236, -2.295858, 1.192435], [0.893219, -1.222836, 0.743311], [0.122722, 0.132415, 1.597539], [1.071446, 1.909593, 0.450414], [1.112800, 1.801639, -1.335864], [2.130281, 0.792403, -0.208398], [-1.671759, 3.622778, 0.127239], [-0.742000, 3.758708, 1.157076], [-1.188509, 3.076721, 2.327862], [-0.043350, 3.165588, 3.344557], [-0.440944, 3.014186, 4.678325], [-0.903042, 1.708217, 4.994800], [-1.954617, 2.599887, -0.158107], [-1.306538, 3.997772, -0.831857], [-2.616151, 4.147304, 0.322958], [-1.428360, 2.035552, 2.093699], [-2.023770, 3.677333, 2.709497], [0.437187, 4.133425, 3.193168], [0.719567, 2.400496, 3.129158], [-0.887248, 1.698760, 6.078920], [-0.222923, 0.939514, 4.605418], [-1.881657, 1.497080, 4.557603]],
  "atomic_forces_ev_per_a": [[0.38, 0.50, -0.81], [-0.70, -0.57, -0.44], [0.56, 0.45, 0.70], [-1.29, -0.92, -1.06], [0.60, -0.03, 0.75], [-0.30, -0.35, -1.06], [0.16, -0.18, 0.15], [-0.04, 0.07, 0.14], [-0.20, -0.05, 0.36], [0.35, -0.01, -0.25], [-0.28, 0.06, 0.06], [-0.01, 0.89, -0.06], [0.90, -0.08, 0.80], [0.15, 0.10, 0.03], [-0.30, 0.22, 0.01], [0.00, -0.07, 0.66], [-0.57, -0.98, 1.01], [0.18, 0.84, -0.24], [-1.38, -0.32, -0.67], [0.16, 0.30, -0.70], [0.31, -0.05, 0.84], [-0.35, -1.03, -0.55], [0.15, 0.22, -0.82], [0.02, 0.16, -0.08], [0.37, -0.04, 0.15], [0.43, 0.30, 0.12], [0.17, -0.16, 0.09], [-0.33, -0.25, -0.15], [0.77, 0.34, 0.41], [-0.09, 0.36, -0.10], [-0.28, 0.21, 0.34], [0.44, 0.09, 0.34], [0.88, -0.62, -1.27], [-0.54, 0.69, -0.02], [-0.10, -0.78, 1.10], [0.06, 0.41, -1.44], [-0.14, 0.40, -0.06], [-0.20, -1.57, 0.32], [0.09, -0.08, 0.13], [-0.30, 0.28, 0.67], [-0.20, 0.14, 0.30], [0.00, 0.07, -0.06], [0.23, 0.06, -0.34], [-0.17, -0.01, 0.45], [0.12, -0.05, 0.28], [0.01, 0.43, -0.39], [0.23, 0.10, -0.02], [0.03, 0.53, 0.35], [-0.15, 0.05, 1.26], [0.47, 0.09, -0.49], [-1.33, -1.06, 0.20], [2.62, 1.63, 1.14], [-1.21, -0.86, -0.51], [0.87, 0.09, 0.70], [-0.14, -0.66, -0.26], [0.10, 0.34, -0.06], [-0.13, 0.25, -0.04], [0.24, -0.01, -0.76], [-0.38, 0.35, 0.29], [0.05, 0.22, -0.17], [-0.85, -0.55, -0.58], [-0.23, 0.17, 0.30], [0.06, -0.24, -0.25], [0.04, 0.22, -0.65], [0.46, -0.91, -0.38], [-0.11, 0.50, -0.15], [-0.03, -0.35, 0.47], [0.23, 0.68, -0.02], [-0.49, 0.04, -0.27], [0.69, -0.80, 0.30], [0.01, 0.25, 0.25], [-0.20, 0.02, -0.13], [-0.25, 0.39, 0.18], [-0.07, 0.05, -0.12], [0.31, -0.04, -0.33], [-0.10, -0.18, 0.38], [-0.22, -0.23, 0.00], [-0.05, 0.22, -0.17], [-0.17, 0.06, 0.28], [-0.02, 0.25, -0.27], [-0.02, -0.34, -0.57], [0.08, 1.67, -0.03], [-0.83, -2.82, 0.49], [-0.02, 0.31, 0.08], [-0.28, 0.32, -0.49], [0.41, -0.91, 0.25], [0.42, -0.10, -0.11], [-0.23, -0.70, 0.25], [0.28, 0.54, 0.02], [-0.12, 1.21, -0.28], [0.12, 0.31, 0.72], [0.08, 0.05, -0.06], [0.29, -0.04, -0.29], [-0.11, 0.13, -0.01], [-0.05, 0.33, 0.26], [-0.01, 0.04, -0.30], [-0.07, 0.14, 0.09], [-0.20, 0.32, 0.03], [-0.48, -0.27, -0.14], [-0.64, -0.06, 0.32], [0.20, -0.54, -0.34], [0.26, 0.64, 1.07], [-0.23, -0.32, 0.01], [0.31, -0.22, -0.12], [0.20, 0.24, 0.05], [0.36, 0.29, -0.27], [0.23, 0.16, 0.43], [0.28, 0.20, -0.35], [0.10, -0.17, 0.22], [-0.43, 0.27, -0.25], [0.16, -0.06, -0.04], [-0.09, -0.57, -0.69], [-0.84, -0.08, -1.29], [0.19, -0.62, -0.16], [0.65, 0.84, 0.14], [0.21, -0.39, -0.59], [-0.19, 0.14, -0.05], [0.51, 0.44, -0.18], [0.26, -0.30, 0.69], [0.47, 0.45, 0.36], [0.07, 0.10, 0.26], [-0.40, 0.09, 0.02], [-0.31, -0.58, 0.22], [-0.12, 0.08, 0.36], [-0.05, 0.02, -0.20], [-0.41, -0.40, 0.01], [0.16, 0.04, 0.08], [-0.19, 0.09, 0.28]],
  "lowdin_charge": [-0.092, -0.185, -0.211, -0.220, -0.172, -0.101, 0.072, 0.077, 0.092, 0.132, 0.112, 0.127, 0.129, 0.065, 0.090, 0.087, -0.103, -0.220, -0.228, -0.193, -0.186, -0.108, 0.093, 0.093, 0.089, 0.121, 0.135, 0.112, 0.099, 0.086, 0.090, 0.092, -0.119, -0.196, -0.196, -0.220, -0.149, -0.089, 0.082, 0.077, 0.089, 0.112, 0.131, 0.110, 0.127, 0.085, 0.071, 0.092, -0.087, -0.184, -0.198, -0.223, -0.163, -0.100, 0.085, 0.062, 0.092, 0.123, 0.129, 0.113, 0.115, 0.075, 0.081, 0.086, -0.117, -0.199, -0.196, -0.226, -0.174, -0.093, 0.089, 0.068, 0.091, 0.133, 0.126, 0.130, 0.118, 0.086, 0.077, 0.086, -0.097, -0.171, -0.211, -0.219, -0.176, -0.096, 0.077, 0.070, 0.089, 0.128, 0.131, 0.112, 0.129, 0.081, 0.090, 0.071, -0.095, -0.196, -0.195, -0.199, -0.168, -0.103, 0.076, 0.095, 0.081, 0.116, 0.113, 0.119, 0.119, 0.080, 0.081, 0.084, -0.135, -0.187, -0.189, -0.213, -0.177, -0.086, 0.069, 0.086, 0.089, 0.108, 0.137, 0.131, 0.117, 0.078, 0.090, 0.082]
}